Density functional theory data (ωB97M-V/def2-TZVPD) for 2 unconnected molecules or ions with the total composition H3OPS.

Relative energy (zero: lowest compared OMol25 entry of this formula, charge and spin), kcal/mol: 88.6
Largest force on an atom, eV Å⁻¹: 2.3
HOMO (alpha / beta), eV: -8.55 / -9.50

```
6
Properties=species:S:1:pos:R:3:nbo_charge:R:1
O 1.200 0.083 1.155 -0.744
P -1.533 0.805 0.284 0.119
S 2.108 0.034 -0.029 0.718
H -2.216 -0.535 0.277 -0.045
H -1.267 0.666 -1.104 -0.067
H 1.709 -1.052 -0.584 0.019
```